C40H111N9O11 | ωB97M-V/def2-TZVPD

Last column: Löwdin charge in e.
CARTESIAN COORDINATES (ANGSTROEM)
C -0.11 -4.29 1.34  -0.119
O -0.80 -3.19 1.83  -0.261
C -1.14 -3.18 3.31  -0.070
C 0.20 -3.03 4.21  -0.410
C -0.20 -2.78 5.68  -0.065
N 1.00 -1.89 3.80  0.061
H -0.83 -5.10 1.27  0.088
H 0.73 -4.61 1.96  0.060
H 0.22 -4.00 0.34  0.088
H -1.72 -2.27 3.47  0.094
H -1.52 -4.16 3.58  0.114
H 0.85 -3.90 4.16  0.110
H -0.78 -1.87 5.84  0.059
H 0.69 -2.72 6.31  0.079
H -0.81 -3.60 6.05  0.072
H 0.70 -1.13 4.38  0.035
H 0.82 -1.71 2.82  0.022
C -2.37 4.48 -3.68  -0.095
O -2.18 3.33 -4.51  -0.207
C -0.80 3.21 -4.99  -0.149
C 0.18 2.57 -3.93  -0.376
C 1.50 2.15 -4.63  -0.054
N -0.31 1.36 -3.24  0.070
H -2.14 4.19 -2.65  0.079
H -3.44 4.57 -3.84  0.086
H -1.98 5.40 -4.10  0.093
H -0.94 2.52 -5.82  0.117
H -0.38 4.04 -5.56  0.121
H 0.39 3.36 -3.21  0.105
H 2.14 1.65 -3.91  0.068
H 1.96 2.98 -5.17  0.077
H 1.30 1.37 -5.36  0.080
H -1.32 1.38 -3.32  0.082
H -0.13 0.60 -3.87  0.041
C 0.72 5.50 -0.80  -0.140
O 1.17 5.65 -2.11  -0.190
C 2.56 5.96 -2.23  -0.176
C 3.24 4.77 -2.93  -0.422
C 3.39 3.56 -2.04  -0.060
N 4.54 5.20 -3.47  0.036
H -0.22 4.96 -0.88  0.077
H 0.54 6.49 -0.39  0.082
H 1.36 4.98 -0.09  0.089
H 2.68 6.92 -2.74  0.119
H 2.99 6.05 -1.23  0.118
H 2.66 4.46 -3.81  0.108
H 2.44 3.03 -1.96  0.064
H 3.80 3.83 -1.06  0.082
H 4.14 2.90 -2.47  0.074
H 4.53 6.14 -3.84  0.062
H 5.22 5.17 -2.72  0.063
C 4.63 0.33 0.46  -0.075
O 3.83 -0.89 0.32  -0.215
C 4.06 -1.82 1.36  -0.185
C 3.67 -3.23 0.85  -0.447
C 3.47 -4.23 1.98  -0.057
N 4.61 -3.76 -0.08  0.055
H 5.70 0.33 0.67  0.094
H 4.10 0.84 1.26  0.067
H 4.52 1.12 -0.28  0.062
H 5.06 -1.90 1.78  0.130
H 3.33 -1.46 2.09  0.106
H 2.77 -3.15 0.25  0.130
H 4.17 -4.02 2.79  0.082
H 3.28 -5.27 1.73  0.086
H 2.56 -4.03 2.55  0.029
H 4.77 -3.07 -0.79  0.039
H 5.50 -3.72 0.39  0.073
C -1.57 5.96 1.95  -0.128
O -1.84 4.98 2.94  -0.164
C -1.74 3.67 2.38  -0.167
C -2.76 3.23 1.26  -0.377
C -4.25 3.41 1.63  -0.040
N -2.62 1.79 0.97  0.036
H -2.23 6.16 1.11  0.087
H -0.58 5.96 1.50  0.061
H -1.64 6.92 2.46  0.087
H -0.73 3.54 1.98  0.104
H -1.76 3.11 3.32  0.116
H -2.51 3.69 0.31  0.113
H -4.72 4.23 1.08  0.074
H -4.29 3.57 2.71  0.074
H -4.81 2.49 1.48  0.060
H -3.26 1.46 0.27  0.071
H -1.73 1.57 0.54  0.023
C 4.65 -0.75 -2.64  -0.098
O 5.45 -1.90 -2.45  -0.203
C 6.72 -1.73 -2.92  -0.237
C 7.51 -3.03 -2.70  -0.458
C 9.02 -3.05 -2.85  -0.050
N 7.04 -3.99 -3.62  0.025
H 3.82 -1.00 -1.98  0.080
H 4.28 -0.65 -3.65  0.091
H 5.10 0.19 -2.34  0.080
H 6.71 -1.33 -3.94  0.131
H 7.19 -0.93 -2.35  0.121
H 7.06 -3.47 -1.81  0.134
H 9.43 -3.97 -2.44  0.082
H 9.37 -2.31 -2.13  0.068
H 9.38 -2.75 -3.84  0.083
H 6.04 -3.92 -3.49  0.072
H 7.25 -3.59 -4.52  0.073
C -5.35 -1.51 7.55  -0.120
O -5.33 -0.63 6.45  -0.167
C -4.10 -0.76 5.76  -0.198
C -3.96 0.08 4.43  -0.391
C -4.67 -0.66 3.28  -0.057
N -2.52 0.21 4.13  0.051
H -4.77 -2.42 7.37  0.079
H -6.36 -1.91 7.70  0.086
H -4.98 -1.08 8.48  0.086
H -3.27 -0.50 6.42  0.112
H -3.92 -1.79 5.45  0.112
H -4.33 1.11 4.45  0.128
H -5.69 -0.77 3.64  0.086
H -4.23 -1.66 3.23  0.070
H -4.57 -0.09 2.36  0.050
H -2.46 0.77 3.29  0.031
H -1.94 0.65 4.82  0.041
C 0.39 -1.93 -3.72  -0.124
O -0.62 -1.49 -4.58  -0.234
C -1.92 -1.65 -3.97  -0.144
C -2.34 -3.21 -4.03  -0.388
C -2.22 -3.80 -5.50  -0.036
N -3.62 -3.51 -3.43  0.045
H 0.62 -1.10 -3.05  0.061
H 1.33 -2.11 -4.25  0.093
H 0.14 -2.79 -3.10  0.081
H -1.86 -1.15 -3.00  0.108
H -2.50 -1.09 -4.69  0.123
H -1.58 -3.66 -3.39  0.101
H -2.44 -4.86 -5.51  0.070
H -1.29 -3.67 -6.07  0.071
H -3.01 -3.41 -6.14  0.067
H -4.22 -3.37 -4.23  0.069
H -3.91 -2.99 -2.61  0.023
C -2.87 -2.19 -0.01  -0.069
O -4.03 -2.06 -0.88  -0.237
C -5.30 -1.71 -0.23  -0.154
C -6.55 -1.86 -1.21  -0.371
C -7.91 -1.85 -0.50  -0.080
N -6.52 -3.17 -1.95  0.044
H -2.08 -2.67 -0.60  0.078
H -3.10 -2.93 0.76  0.084
H -2.48 -1.28 0.44  0.073
H -5.44 -2.27 0.69  0.105
H -5.31 -0.77 0.33  0.093
H -6.46 -1.06 -1.94  0.125
H -8.77 -2.11 -1.12  0.075
H -8.24 -0.97 0.05  0.075
H -7.86 -2.72 0.16  0.071
H -5.56 -3.32 -2.20  0.015
H -6.90 -3.93 -1.40  0.066
C 0.41 -0.13 0.85  -0.053
C 1.07 1.01 0.01  -0.279
O 0.14 1.98 -0.45  -0.113
H -0.34 0.34 1.48  0.061
H 1.15 -0.67 1.45  0.040
H -0.08 -0.94 0.31  0.060
H 1.52 0.50 -0.84  0.102
H 1.74 1.52 0.71  0.088
H 0.02 1.71 -1.36  0.014
C 2.03 2.10 3.61  -0.062
C 1.46 2.01 5.03  -0.332
O 0.52 1.02 5.16  -0.088
H 1.24 2.26 2.87  0.055
H 2.58 1.19 3.38  0.064
H 2.74 2.93 3.58  0.077
H 1.08 3.00 5.27  0.112
H 2.20 1.71 5.77  0.113
H -0.11 1.16 5.87  0.087

Summary:
HOMO level, eV: -8.61
Charge: 0
Maximum force, eV Å⁻¹: 3.62
SMILES string: COC[C@H](C)N.COC[C@H](C)N.COC[C@H](C)N.COC[C@H](C)N.COC[C@H](C)N.COC[C@H](C)N.COC[C@H](C)N.COC[C@H](C)N.COC[C@H](C)N.CCO.CCO
Kohn-Sham gap, eV: 9.072
DFT total energy, hartree: -2910.696761
Energy above the lowest of the compared OMol25 structures with the same formula, charge and spin, kJ/mol: 562.9